Entry 1:
Molecular formula: C43H46F3N6O2S
Method: DFT, ωB97M-V/def2-TZVPD

## Properties
Total charge: +1
Strongest force on any atom: 1.38 eV/Å
Orbital gap: 7.938 eV

Positions of all 101 atoms, in Å:
O (0.651, -1.920, -0.583)
C (-0.088, -1.347, -1.321)
C (-1.159, -2.130, -2.140)
S (-2.396, -2.859, -1.052)
C (-3.288, -4.035, -2.149)
C (-2.351, -5.246, -2.435)
O (-3.006, -6.431, -2.051)
C (-3.510, -1.480, -0.684)
C (-4.389, -1.056, -1.882)
C (-4.767, 0.418, -1.835)
F (-4.551, 0.961, -0.642)
F (-6.060, 0.560, -2.105)
F (-4.101, 1.136, -2.726)
C (-0.070, 0.143, -1.576)
C (0.428, 0.570, -2.812)
C (0.422, 1.937, -3.082)
C (-0.076, 2.806, -2.114)
C (-0.572, 2.377, -0.889)
C (-0.569, 1.005, -0.607)
H (-1.668, -1.452, -2.829)
H (-0.638, -2.884, -2.732)
H (-4.206, -4.303, -1.633)
H (-3.466, -3.484, -3.074)
H (-1.431, -5.132, -1.844)
H (-2.074, -5.276, -3.488)
H (-2.831, -6.589, -1.122)
H (-2.885, -0.625, -0.414)
H (-4.123, -1.754, 0.171)
H (-3.872, -1.247, -2.823)
H (-5.317, -1.623, -1.937)
H (0.798, -0.165, -3.516)
H (0.790, 2.266, -4.043)
H (-0.104, 3.869, -2.316)
H (-0.974, 3.047, -0.147)
H (-0.941, 0.596, 0.323)
N (1.388, 2.287, 1.708)
C (1.087, 3.091, 2.730)
C (1.525, 2.888, 4.029)
C (2.320, 1.783, 4.285)
C (2.644, 0.933, 3.238)
C (2.156, 1.230, 1.976)
H (0.459, 3.942, 2.483)
H (1.250, 3.577, 4.818)
H (2.682, 1.586, 5.286)
H (3.262, 0.060, 3.397)
H (2.386, 0.594, 1.127)
N (1.073, 5.797, 5.973)
C (1.346, 6.425, 4.827)
C (2.015, 7.636, 4.753)
C (2.422, 8.237, 5.933)
C (2.146, 7.604, 7.132)
C (1.474, 6.392, 7.096)
H (1.008, 5.921, 3.928)
H (2.212, 8.097, 3.794)
H (2.946, 9.184, 5.917)
H (2.444, 8.038, 8.076)
H (1.239, 5.862, 8.013)
N (-3.297, 7.557, 5.284)
C (-2.036, 7.495, 4.854)
C (-1.468, 8.431, 4.003)
C (-2.252, 9.488, 3.569)
C (-3.565, 9.568, 4.004)
C (-4.034, 8.582, 4.858)
H (-1.461, 6.650, 5.218)
H (-0.439, 8.334, 3.688)
H (-1.846, 10.239, 2.903)
H (-4.210, 10.376, 3.690)
H (-5.054, 8.606, 5.226)
N (1.851, -6.737, 1.721)
C (3.122, -6.889, 1.345)
C (3.793, -5.999, 0.519)
C (3.107, -4.892, 0.051)
C (1.784, -4.716, 0.428)
C (1.210, -5.664, 1.262)
H (3.620, -7.770, 1.733)
H (4.826, -6.167, 0.250)
H (3.597, -4.176, -0.596)
H (1.210, -3.864, 0.085)
H (0.179, -5.566, 1.588)
N (6.558, -4.160, -0.420)
C (6.348, -2.846, -0.505)
C (6.693, -2.080, -1.607)
C (7.295, -2.712, -2.683)
C (7.524, -4.076, -2.614)
C (7.137, -4.750, -1.466)
H (5.879, -2.393, 0.362)
H (6.498, -1.017, -1.619)
H (7.583, -2.149, -3.562)
H (7.993, -4.607, -3.431)
H (7.296, -5.819, -1.371)
N (-3.159, -5.796, -5.424)
C (-2.601, -5.387, -6.567)
C (-3.326, -4.931, -7.657)
C (-4.707, -4.898, -7.560)
C (-5.306, -5.321, -6.384)
C (-4.491, -5.756, -5.352)
H (-1.518, -5.434, -6.601)
H (-2.820, -4.611, -8.557)
H (-5.309, -4.551, -8.390)
H (-6.381, -5.315, -6.270)
H (-4.916, -6.098, -4.413)



Entry 2:
Molecular formula: C43H47AsMnN2O6SSe
Method: DFT, ωB97M-V/def2-TZVPD

## Properties
Multiplicity: 6
Total charge: -2
Energy above the lowest of the compared OMol25 structures with the same formula, charge and spin: 32.9 kcal/mol
Strongest force on any atom: 2.81 eV/Å
Orbital gap (spin up / spin down): 2.884 / 3.802 eV
⟨S²⟩: 8.8035

Positions of all 102 atoms, in Å:
Mn (1.667, 0.261, -0.855)
C (2.013, -1.690, -4.438)
C (0.734, -1.415, -3.648)
C (-0.448, -2.213, -4.196)
O (0.917, -1.765, -2.272)
C (0.412, 0.118, -3.719)
O (-0.384, 0.522, -4.575)
O (0.989, 0.830, -2.864)
H (2.206, -2.765, -4.490)
H (2.860, -1.208, -3.944)
H (1.928, -1.295, -5.449)
H (-0.205, -3.274, -4.253)
H (-0.697, -1.828, -5.181)
H (-1.310, -2.076, -3.547)
H (1.871, -1.914, -2.124)
O (1.262, -1.305, 0.832)
As (1.915, -1.933, 2.192)
C (1.951, -3.848, 2.291)
C (2.353, -4.416, 3.517)
C (2.376, -5.783, 3.669)
C (2.013, -6.615, 2.615)
C (1.617, -6.053, 1.392)
C (1.590, -4.685, 1.236)
C (3.760, -1.341, 2.373)
C (4.785, -2.242, 2.131)
C (6.094, -1.802, 2.060)
C (6.380, -0.458, 2.217)
C (5.360, 0.445, 2.464)
C (4.051, 0.005, 2.538)
C (0.803, -1.416, 3.708)
C (-0.300, -2.244, 3.991)
C (-1.288, -1.847, 4.860)
C (-1.245, -0.567, 5.435)
C (-0.206, 0.298, 5.096)
C (0.801, -0.111, 4.250)
H (2.628, -3.746, 4.327)
H (2.684, -6.214, 4.615)
H (2.040, -7.690, 2.733)
H (1.332, -6.700, 0.574)
H (1.286, -4.225, 0.301)
H (4.549, -3.289, 1.971)
H (6.888, -2.506, 1.854)
H (7.398, -0.109, 2.114)
H (5.577, 1.498, 2.579)
H (3.245, 0.719, 2.681)
H (-0.346, -3.227, 3.523)
H (-2.110, -2.513, 5.099)
H (-2.021, -0.253, 6.118)
H (-0.189, 1.302, 5.507)
H (1.622, 0.556, 4.017)
O (-0.190, 0.760, -0.252)
C (-1.034, 0.090, 0.345)
C (-1.692, 0.634, 1.598)
C (-3.232, 0.693, 1.570)
C (-3.895, -0.003, 0.379)
C (-3.764, -1.527, 0.376)
C (-2.318, -1.968, 0.634)
N (-1.375, -1.136, -0.054)
H (-1.281, 1.636, 1.749)
H (-1.346, 0.013, 2.428)
H (-3.529, 1.745, 1.539)
H (-3.622, 0.271, 2.501)
H (-3.460, 0.364, -0.553)
H (-4.958, 0.260, 0.376)
H (-4.088, -1.886, -0.604)
H (-4.402, -1.981, 1.138)
H (-2.169, -3.000, 0.308)
H (-2.117, -1.933, 1.712)
H (-0.903, -1.473, -0.888)
Se (3.774, -0.496, -1.194)
C (2.375, 2.311, -0.233)
C (1.364, 3.270, -0.012)
C (0.707, 3.399, 1.245)
C (-0.202, 4.389, 1.488)
C (-0.517, 5.342, 0.495)
C (0.092, 5.204, -0.773)
C (0.981, 4.200, -1.019)
C (-1.396, 6.385, 0.759)
N (-2.121, 7.262, 0.979)
H (2.895, 1.969, 0.669)
H (3.050, 2.526, -1.066)
H (0.944, 2.680, 2.025)
H (-0.682, 4.471, 2.458)
H (-0.155, 5.930, -1.540)
H (1.421, 4.095, -2.002)
C (-2.280, 2.886, -1.521)
S (-1.771, 1.603, -2.773)
O (-2.520, 0.397, -2.376)
C (-2.829, 2.372, -4.039)
C (-2.432, 3.568, -4.618)
C (-3.186, 4.127, -5.632)
C (-4.338, 3.493, -6.076)
C (-4.736, 2.298, -5.491)
C (-3.979, 1.741, -4.476)
H (-3.352, 2.885, -1.360)
H (-1.947, 3.850, -1.884)
H (-1.746, 2.643, -0.610)
H (-1.537, 4.055, -4.266)
H (-2.881, 5.062, -6.079)
H (-4.924, 3.932, -6.873)
H (-5.639, 1.805, -5.833)
H (-4.267, 0.814, -4.000)



Number 1: electronic energy -77352.3240 eV. Number 2: electronic energy -228959.9810 eV.